(1)
ORCA calculation (the ωB97M-V functional and the def2-TZVPD basis) on one molecule with the formula C5H7NO at a distorted geometry.

The geometry in XYZ format:
```
14
Properties=species:S:1:pos:R:3:forces:R:3:lowdin_charge:R:1
C -1.004570 -1.028758 0.498717 0.0 -0.1 0.0 -0.053
C -0.580465 0.384802 0.077331 0.0 0.0 0.1 -0.364
C -1.543669 0.942878 -0.883070 -0.7 0.4 -0.8 -0.203
N -2.290549 1.361681 -1.662755 0.8 -0.4 0.8 0.152
C 0.820601 0.399332 -0.548408 0.0 0.0 0.0 -0.134
C 1.906148 0.062901 0.446097 -0.1 0.1 0.5 -0.247
O 1.764835 0.128356 1.646288 0.1 -0.1 -0.7 0.055
H -2.019159 -1.031987 0.905495 0.1 0.0 -0.1 0.088
H -0.322176 -1.399401 1.267742 -0.1 0.0 -0.1 0.079
H -0.978805 -1.708172 -0.359837 0.0 0.1 0.1 0.091
H -0.571007 1.031261 0.962471 0.0 -0.1 -0.1 0.147
H 0.875403 -0.288851 -1.401802 0.0 0.1 0.1 0.129
H 1.058904 1.397517 -0.944160 0.0 -0.1 0.0 0.135
H 2.878516 -0.238063 0.006832 -0.1 0.1 0.1 0.125
```
Forces are in eV/Å.

Results
relative energy (zero: lowest compared OMol25 entry of this formula, charge and spin)	16.4	kcal/mol
SMILES	C[C@H](C#N)CC=O
HOMO level	-0.385	Eh
E_LUMO	0.72	eV

(2)
ORCA calculation (the ωB97M-V functional and the def2-TZVPD basis) on C43H46ClFN3O5PS2Y as an isolated structure at a distorted geometry.

The geometry in XYZ format:
```
103
Properties=species:S:1:pos:R:3:forces:R:3:lowdin_charge:R:1
Y 1.128886 -1.900184 0.633447 -0.6 -0.1 0.4 1.204
Cl 2.415980 -2.559184 -1.775997 -0.1 -0.1 -0.3 0.771
C 1.363894 -3.581770 -2.786353 0.5 0.2 0.2 -0.575
C 2.013322 -4.295175 -3.773309 -0.1 -0.1 -0.1 -0.086
C 1.246065 -5.100436 -4.602799 0.0 0.0 0.0 -0.035
C -0.130464 -5.173788 -4.429423 0.0 0.0 0.0 -0.037
C -0.744578 -4.440940 -3.425753 -0.1 -0.1 0.0 -0.051
C -0.004786 -3.618774 -2.574753 0.0 0.0 0.0 -0.382
P -0.774831 -2.639462 -1.246059 -0.7 -0.6 -0.7 1.031
C -1.590831 -1.264864 -2.104214 0.0 0.1 0.0 -0.364
C -1.165268 -0.854708 -3.363166 0.0 0.0 -0.1 -0.065
C -1.748185 0.250893 -3.973762 0.0 0.0 0.1 -0.055
C -2.760411 0.945897 -3.329874 0.0 0.0 0.0 -0.063
C -3.184936 0.544963 -2.066765 0.0 0.0 0.0 -0.074
C -2.595158 -0.548199 -1.452472 0.0 0.1 0.1 -0.121
C -2.089887 -3.722152 -0.614248 -0.1 0.0 -0.1 -0.371
C -3.394773 -3.702919 -1.102140 -0.1 0.0 0.0 -0.086
C -4.338064 -4.602866 -0.622631 0.1 0.0 0.0 -0.048
C -3.983490 -5.536611 0.341167 0.0 0.0 0.0 -0.051
C -2.682322 -5.571553 0.828190 -0.1 0.0 -0.1 -0.068
C -1.746076 -4.663742 0.356836 0.0 -0.1 0.1 -0.112
H 3.085731 -4.224428 -3.893958 0.0 0.0 0.0 0.115
H 1.731266 -5.672050 -5.383365 0.0 0.0 0.0 0.124
H -0.723593 -5.805589 -5.076603 0.0 0.0 0.0 0.122
H -1.817682 -4.512456 -3.291953 0.0 0.0 0.0 0.116
H -0.390658 -1.399656 -3.889177 0.0 0.0 0.0 0.109
H -1.421546 0.553557 -4.960201 0.0 0.0 0.0 0.116
H -3.232026 1.788894 -3.818854 0.0 0.0 0.0 0.111
H -3.987989 1.073087 -1.566854 0.0 0.0 0.0 0.110
H -2.937667 -0.858355 -0.470650 0.0 0.0 0.0 0.113
H -3.682139 -2.988758 -1.864255 0.0 0.0 0.0 0.110
H -5.348016 -4.581478 -1.011114 0.0 0.0 0.0 0.118
H -4.718120 -6.243280 0.705017 0.0 0.0 0.0 0.118
H -2.400920 -6.313740 1.564751 0.0 0.0 0.0 0.113
H -0.731091 -4.728768 0.739608 0.1 0.1 0.0 0.091
C 2.328242 5.828143 -1.182058 0.0 0.0 -0.2 -0.049
C 2.484987 5.216362 0.192512 -0.1 -0.3 0.3 -0.162
N 1.849222 3.876927 0.307682 -0.2 0.1 -0.1 -0.004
C 2.614650 2.792578 0.195927 0.0 0.1 0.0 0.062
C 2.151858 1.497758 0.237466 0.1 0.5 0.0 -0.017
C 3.194047 0.429242 0.159929 -0.2 -0.6 0.2 -0.542
O 4.282665 0.643126 -0.310114 0.1 0.0 0.0 0.115
O 2.803813 -0.723567 0.677568 1.2 1.0 -0.3 -0.245
C 0.767388 1.263538 0.356782 0.0 -0.2 0.0 -0.247
O 0.248414 0.102267 0.312350 -0.2 0.6 0.1 -0.131
C -0.069925 2.439113 0.521568 -0.1 -0.1 -0.1 -0.037
C -1.455535 2.294731 0.676891 0.1 -0.1 0.0 0.094
C -2.242315 3.398368 0.780650 -0.2 0.2 -0.1 -0.184
F -3.578067 3.242136 0.840480 0.0 0.0 0.1 0.083
C -1.718291 4.708808 0.767680 -0.2 0.1 0.1 -0.137
C -0.357368 4.850739 0.605526 0.0 0.0 0.1 0.071
C 0.473707 3.727840 0.474919 0.4 0.2 -0.1 -0.100
N -2.524456 5.879506 0.875299 0.1 0.0 -0.1 -0.089
C -3.781259 5.852739 1.622006 0.2 -0.1 0.0 -0.140
C -4.017902 7.242680 2.208887 0.1 0.3 -0.2 -0.057
N -3.466807 8.292447 1.253241 -0.1 -0.2 0.0 0.072
C -3.583086 7.820363 -0.173383 0.0 0.2 0.3 -0.074
C -2.608934 6.664599 -0.366276 -0.1 0.0 0.0 -0.119
H 2.827224 6.796364 -1.211340 0.0 0.0 0.0 0.093
H 1.280480 5.976804 -1.447203 0.0 0.0 0.0 0.069
H 2.781274 5.196822 -1.946700 0.0 0.0 0.0 0.092
H 2.076039 5.843920 0.981931 0.0 0.0 0.0 0.120
H 3.532225 5.061349 0.439706 0.0 0.1 0.0 0.129
H 3.675169 2.967994 0.062126 0.0 -0.1 0.0 0.160
H -1.895966 1.306956 0.667109 0.0 0.0 0.0 0.129
H 0.058705 5.847943 0.599619 0.0 0.0 0.0 0.118
H -3.702236 5.161674 2.455153 0.0 -0.1 0.0 0.141
H -4.633826 5.531192 1.020225 0.0 0.0 -0.1 0.131
H -3.504182 7.396736 3.153752 0.0 -0.1 0.0 0.139
H -5.076316 7.460618 2.332012 0.0 -0.1 0.0 0.143
H -2.485403 8.459461 1.475117 0.0 0.0 0.0 0.183
H -3.952502 9.179317 1.386143 0.0 0.0 0.0 0.188
H -3.363340 8.656409 -0.831227 0.0 0.0 -0.1 0.145
H -4.624472 7.536168 -0.301327 0.0 0.0 -0.1 0.141
H -1.623350 7.059847 -0.614507 0.0 0.0 0.0 0.125
H -2.949326 6.072011 -1.221985 0.0 0.0 0.0 0.145
C 4.159664 -4.409302 3.261327 0.0 -0.3 0.1 -0.210
S 3.775514 -3.080687 2.165159 -0.3 0.1 -0.1 1.019
O 2.297958 -3.377837 1.740992 0.8 -0.4 0.4 -0.656
C 4.772525 -3.493615 0.780368 0.0 -0.1 -0.1 -0.434
C 4.643880 -4.724349 0.136463 0.1 0.1 0.0 -0.084
C 5.455952 -4.981681 -0.951395 0.0 0.0 -0.1 -0.057
C 6.373107 -4.022336 -1.382481 0.0 0.0 0.0 -0.043
C 6.475967 -2.799913 -0.740051 0.0 0.0 0.0 -0.040
C 5.662898 -2.520765 0.352622 0.0 0.0 -0.1 -0.072
H 3.960632 -5.363946 2.776726 0.0 0.0 0.1 0.069
H 3.552914 -4.284172 4.156842 0.0 0.0 0.0 0.063
H 5.216927 -4.311604 3.510160 0.0 -0.1 0.0 0.084
H 3.924977 -5.463002 0.468569 0.0 0.0 0.0 0.117
H 5.388822 -5.932979 -1.462715 0.0 0.0 0.0 0.118
H 7.013531 -4.234751 -2.229017 0.0 0.0 0.0 0.119
H 7.180509 -2.056800 -1.089151 0.0 0.0 0.0 0.122
H 5.708731 -1.553534 0.836915 0.0 0.0 0.0 0.113
C -0.668117 -3.960136 3.989624 -0.2 -0.2 0.0 -0.230
S 0.251104 -2.460248 3.925904 0.6 0.2 -0.6 0.925
C -0.738180 -1.452375 4.972415 -0.3 0.2 0.1 -0.231
O -0.021154 -1.901477 2.510973 -0.2 -0.2 0.8 -0.636
H -0.728389 -4.281565 5.030517 0.0 0.0 0.0 0.080
H -0.125482 -4.701987 3.406381 0.0 0.0 0.0 0.061
H -1.656410 -3.771260 3.568364 0.0 -0.1 0.0 0.075
H -0.677346 -1.854969 5.984165 0.0 0.0 0.0 0.079
H -1.762229 -1.457092 4.599668 0.0 0.1 0.1 0.077
H -0.313186 -0.451051 4.948205 0.0 0.0 0.0 0.069
```
Forces are in eV/Å.

Results
relative energy (zero: lowest compared OMol25 entry of this formula, charge and spin)	9.1	kcal/mol
HOMO level	-0.546	Eh
E_LUMO	-6.70	eV
net charge	+3

(3)
ORCA calculation (the ωB97M-V functional and the def2-TZVPD basis) on one molecule with the formula C3H3PS at a distorted geometry.

The geometry in XYZ format:
```
8
Properties=species:S:1:pos:R:3:forces:R:3:lowdin_charge:R:1
C -1.053728 -0.033258 0.625523 -2.0 0.9 0.7 -0.127
C 0.176957 -0.109260 -0.161305 -0.8 -0.3 -3.7 -0.293
P 0.748540 -0.262886 -2.305169 -1.7 0.0 3.7 0.857
C 1.429337 0.015753 -0.582944 0.3 0.2 -1.2 -1.316
S 2.940570 0.471045 -0.237871 1.3 0.3 1.2 0.555
H -1.256819 -1.026000 1.091118 0.1 0.4 -0.6 0.086
H -2.055333 0.308705 0.023705 2.8 -0.9 1.3 0.138
H -0.929524 0.635900 1.546944 -0.1 -0.6 -1.4 0.100
```
Forces are in eV/Å.

Results
relative energy (zero: lowest compared OMol25 entry of this formula, charge and spin)	63.3	kcal/mol
SMILES	Cc1pc1=S
HOMO level (alpha / beta)	-0.294 / -0.291	Eh
E_LUMO (alpha / beta)	-1.30 / -2.14	eV

(4)
ORCA calculation (the ωB97M-V functional and the def2-TZVPD basis) on C21H18BrNO5Rh as an isolated structure at a distorted geometry.

The geometry in XYZ format:
```
47
Properties=species:S:1:pos:R:3:forces:R:3:lowdin_charge:R:1
Rh -0.077001 0.245964 -0.532822 1.5 -1.4 2.1 0.918
O -0.188676 -5.748455 0.460733 0.1 0.0 0.0 0.071
C -0.154736 -4.392515 0.461850 0.1 0.3 0.0 -0.283
C -1.316006 -3.630222 0.535598 0.0 0.0 0.2 0.063
C -1.206678 -2.258233 0.529544 -0.3 0.2 0.0 -0.159
N -0.025131 -1.649607 0.439288 0.0 1.1 -1.4 0.076
C 1.087447 -2.372195 0.322675 0.4 0.3 -0.1 -0.167
C 1.075423 -3.749148 0.353812 -0.2 -0.3 0.3 0.067
C 2.350020 -1.562836 -0.004544 -0.2 -0.4 0.3 -0.624
O 3.439432 -2.051504 0.279407 -0.1 0.1 -0.2 0.025
O 2.098944 -0.455644 -0.570501 -0.5 1.1 -0.5 -0.087
C -2.416723 -1.329956 0.529715 0.1 -0.3 0.1 -0.602
O -3.511698 -1.799162 0.820618 0.2 0.1 -0.1 0.031
O -2.136434 -0.122272 0.237950 0.6 1.1 -0.8 -0.088
H -1.104436 -6.028915 0.551102 -0.1 -0.1 0.0 0.106
H -2.306021 -4.068758 0.577060 0.0 0.0 0.0 0.129
H 2.001625 -4.300759 0.277704 0.0 0.1 0.0 0.133
Br -0.594789 2.387095 -1.927191 -0.1 -0.8 0.1 0.934
C -1.797966 1.362272 -3.042902 -0.2 0.3 0.1 -0.530
C -2.796686 2.012492 -3.705461 0.3 0.1 0.2 -0.135
C -3.678441 1.258720 -4.501725 -0.1 -0.2 -0.1 -0.095
C -3.508462 -0.091916 -4.626213 -0.1 0.1 0.0 -0.045
C -2.451211 -0.762819 -3.966541 0.1 0.4 0.1 -0.174
C -2.218387 -2.141834 -4.137402 0.1 -0.3 0.0 -0.061
C -1.146926 -2.739499 -3.528023 0.0 0.0 -0.3 -0.087
C -0.306924 -2.008202 -2.665688 -0.1 0.3 -0.3 -0.115
C -0.534969 -0.677964 -2.391339 -0.5 -0.3 0.9 -0.188
C -1.583440 -0.028376 -3.102352 0.0 -0.5 -0.5 -0.238
H -2.904582 3.085205 -3.618416 0.0 0.0 0.0 0.095
H -4.481106 1.762146 -5.025147 0.0 0.0 0.0 0.096
H -4.182968 -0.675895 -5.242940 0.0 0.0 0.0 0.106
H -2.890722 -2.709512 -4.770950 0.0 0.0 0.0 0.101
H -0.946999 -3.791570 -3.703208 0.0 0.0 0.0 0.095
H 0.536381 -2.519586 -2.215280 -0.1 0.0 0.2 0.087
C 2.123121 3.288673 1.981031 -0.1 0.1 -0.1 -0.104
C 0.937535 2.880332 1.099746 0.0 0.0 0.1 -0.561
C -0.284428 3.740456 1.421369 0.1 0.0 -0.2 -0.121
C 0.627441 1.402141 1.252693 -1.2 -1.2 -0.8 -0.213
H 2.359962 4.348277 1.841512 0.1 0.0 0.1 0.066
H 3.004568 2.698224 1.727939 0.0 0.0 0.0 0.072
H 1.889868 3.123443 3.036015 0.0 0.0 0.0 0.075
H 1.239937 3.097838 0.065416 0.1 0.0 0.0 0.073
H -0.541806 3.648011 2.479208 0.0 0.0 0.0 0.075
H -1.146718 3.418741 0.834544 0.0 0.0 0.0 0.045
H -0.091881 4.795365 1.204267 0.0 0.0 0.0 0.068
H -0.239850 1.211254 1.890410 0.3 0.2 0.4 0.037
H 1.490973 0.819949 1.566592 0.0 0.0 0.1 0.033
```
Forces are in eV/Å.

Results
relative energy (zero: lowest compared OMol25 entry of this formula, charge and spin)	53.2	kcal/mol
HOMO level	-0.156	Eh
E_LUMO	2.37	eV
net charge	-1

(5)
ORCA calculation (the ωB97M-V functional and the def2-TZVPD basis) on a 2-piece molecular cluster, C8H15Br2N3O3 overall at a distorted geometry.

The geometry in XYZ format:
```
31
Properties=species:S:1:pos:R:3:forces:R:3:lowdin_charge:R:1
C -1.214013 -1.418168 -1.483909 -0.1 0.6 0.0 -0.060
N -0.664246 -0.118844 -1.867657 -0.4 -1.3 0.0 0.043
C -0.201353 0.874770 -1.095494 0.4 1.0 -0.2 -0.492
O 0.337336 1.829241 -1.643782 0.0 0.0 0.7 0.032
C -0.277129 0.855501 0.452849 -0.2 -0.1 0.4 -0.180
C 0.996146 0.207322 1.032025 -0.3 0.0 -0.3 -0.071
C 1.131472 0.352150 2.536374 -1.1 1.8 -0.6 -0.585
N 1.629056 -0.654656 3.215331 0.8 -1.8 0.4 0.178
O 0.782135 1.351775 3.131793 -0.3 0.7 -0.2 0.062
N -1.460591 0.218225 1.050049 1.5 -0.5 -0.1 0.103
C -2.715864 0.583696 0.792122 -1.6 0.7 -0.6 -0.566
C -3.789623 -0.083392 1.618284 0.1 0.0 0.0 0.002
O -3.022791 1.396739 -0.066477 0.5 0.0 0.0 0.067
H -0.671604 -1.826821 -0.631515 -0.1 -0.1 0.0 0.072
H -1.122484 -2.113961 -2.319775 0.1 0.1 0.1 0.087
H -2.270659 -1.311008 -1.232187 0.0 -0.2 0.1 0.076
H -0.587793 0.074384 -2.854457 0.1 0.1 0.1 0.145
H -0.283805 1.905261 0.756169 0.1 0.0 -0.2 0.160
H 1.866648 0.688575 0.586733 0.0 0.0 -0.1 0.107
H 1.018917 -0.847344 0.762559 0.1 -0.2 -0.1 0.105
H 1.728179 -0.503960 4.203898 0.2 -0.2 0.1 0.123
H 1.966676 -1.474943 2.750312 0.1 -0.2 0.2 0.107
H -1.313868 -0.426587 1.806587 0.1 0.0 0.1 0.142
H -3.649967 0.179008 2.665307 -0.1 -0.1 0.1 0.084
H -3.729188 -1.161536 1.490026 -0.1 -0.2 0.2 0.078
H -4.763284 0.271747 1.282533 0.2 0.0 0.0 0.086
Br 3.142863 -0.499926 -1.923894 0.7 0.5 -0.7 0.557
C 4.192647 0.373664 -3.359518 -0.3 -0.2 -0.1 -0.978
Br 3.698694 -0.400131 -5.116362 0.4 0.5 0.9 0.508
H 3.985921 1.448281 -3.360222 -0.3 -0.5 0.0 0.008
H 5.261568 0.230938 -3.177701 -0.4 -0.4 -0.1 0.001
```
Forces are in eV/Å.

Results
SMILES	CNC(=O)[C@H](CC(N)=O)NC(C)=O.BrCBr
HOMO level	-0.348	Eh
E_LUMO	0.11	eV

(6)
ORCA calculation (the ωB97M-V functional and the def2-TZVPD basis) on a 2-piece molecular cluster, C6H9ClN2O overall at a distorted geometry.

The geometry in XYZ format:
```
19
Properties=species:S:1:pos:R:3:forces:R:3:lowdin_charge:R:1
C 0.034662 0.019827 -1.918759 1.3 0.2 2.6 -0.021
C -0.723613 0.144218 -0.608916 -1.3 0.2 -1.2 -0.357
C -1.392605 1.390410 -0.160610 2.0 0.6 -0.2 -0.044
C -0.874368 -0.948962 0.106053 1.0 -2.6 -1.2 -0.154
C -1.674724 -1.123706 1.230417 -0.1 0.3 1.2 -0.261
N -2.246821 -1.242501 2.219846 -0.4 -0.1 0.2 0.153
H 1.093335 0.097048 -1.549457 -0.8 0.4 -1.3 0.074
H -0.091818 -0.972823 -2.250421 -0.1 -1.2 -0.5 0.065
H -0.233570 0.665138 -2.714987 -0.1 1.0 -0.4 0.072
H -0.520586 1.960441 0.348257 -2.0 -0.4 -0.6 0.050
H -2.274655 1.171211 0.451693 0.5 0.4 0.1 0.089
H -1.638951 1.909472 -1.074029 -0.4 0.6 0.0 0.075
H -0.382303 -1.872837 -0.271979 -0.5 0.5 0.4 0.128
O 2.455250 -1.040097 -0.193605 -0.5 0.0 1.0 -0.064
N 2.083626 0.211934 0.338721 1.0 -0.5 -1.1 -0.096
C 1.631601 0.250994 1.497293 -0.4 -0.3 0.8 -0.592
Cl 1.123371 1.836925 2.067904 0.5 -1.1 0.3 0.663
H 2.132218 -1.789064 0.372207 0.2 0.9 -0.3 0.108
H 1.499953 -0.667629 2.110371 -0.1 1.0 0.1 0.113
```
Forces are in eV/Å.

Results
relative energy (zero: lowest compared OMol25 entry of this formula, charge and spin)	58.7	kcal/mol
SMILES	CC(C)=CC#N.O/N=C/Cl
HOMO level	-0.349	Eh
E_LUMO	0.41	eV